No. 1
The molecule C16H24FNO. Source: OMol25; level of theory: ωB97M-V/def2-TZVPD.

As for the net charge: 0. As for the spin multiplicity: 1. For the strongest force on any atom, the calculation gives 0.48 eV/A. As for the HOMO-LUMO gap: 9.04 eV. As for the HOMO energy: -8.30 eV. The structure (SMILES) is Fc1ccc(OCCCCCCN2CCCC2)cc1. The value obtained for the LUMO energy is 0.74 eV.

Structure (XYZ):
```
43
Properties=species:S:1:pos:R:3:lowdin_charge:R:1
F 6.21 2.13 1.05 0.044
C 5.39 1.21 0.50 -0.288
C 5.92 0.04 0.00 -0.009
C 5.07 -0.89 -0.56 0.001
C 3.69 -0.67 -0.62 -0.273
O 2.97 -1.65 -1.22 -0.045
C 1.56 -1.55 -1.27 -0.201
C 0.88 -1.88 0.06 -0.178
C -0.62 -1.60 0.00 -0.218
C -1.31 -1.97 1.31 -0.205
C -2.79 -1.56 1.33 -0.189
C -3.00 -0.05 1.47 -0.214
N -2.58 0.70 0.31 -0.206
C -2.45 2.13 0.55 -0.202
C -2.27 2.68 -0.86 -0.172
C -3.25 1.84 -1.68 -0.160
C -3.45 0.56 -0.85 -0.184
C 3.18 0.52 -0.11 -0.019
C 4.03 1.46 0.45 -0.009
H 6.98 -0.14 0.05 0.118
H 5.45 -1.82 -0.97 0.119
H 1.26 -2.27 -2.03 0.131
H 1.26 -0.55 -1.62 0.121
H 1.07 -2.93 0.30 0.122
H 1.34 -1.28 0.85 0.112
H -1.06 -2.18 -0.82 0.120
H -0.79 -0.55 -0.20 0.098
H -1.24 -3.05 1.47 0.112
H -0.80 -1.48 2.14 0.114
H -3.27 -2.05 2.18 0.108
H -3.28 -1.92 0.42 0.105
H -4.07 0.13 1.70 0.120
H -2.42 0.30 2.33 0.121
H -3.36 2.56 1.02 0.123
H -1.60 2.32 1.20 0.119
H -1.24 2.50 -1.19 0.105
H -2.48 3.75 -0.92 0.105
H -4.19 2.36 -1.81 0.104
H -2.85 1.62 -2.67 0.102
H -4.50 0.45 -0.56 0.117
H -3.16 -0.34 -1.41 0.108
H 2.12 0.74 -0.14 0.105
H 3.64 2.38 0.85 0.118
```

=====

No. 2
A cluster of 2 separate species, C16H24FNO5P in total at a distorted geometry. Source: OMol25; level of theory: ωB97M-V/def2-TZVPD.

As for the net charge: +1. As for the spin multiplicity: 1. For the strongest force on any atom, the calculation gives 9.50 eV/A. As for the HOMO-LUMO gap: 7.90 eV. As for the HOMO energy: -11.34 eV. The value obtained for the LUMO energy is -3.44 eV.

Structure (XYZ):
```
48
Properties=species:S:1:pos:R:3:lowdin_charge:R:1
C -3.02 1.52 -2.40 -0.002
C -1.58 1.54 -1.99 -0.135
C -0.71 0.15 -1.93 -0.300
C 0.91 0.36 -1.75 -0.125
C 1.78 -1.02 -1.61 -0.116
N 0.92 -2.29 -1.42 -0.131
C 1.76 -3.43 -0.97 -0.146
C 1.94 -4.72 -1.91 -0.065
C 1.21 -4.76 -3.36 -0.258
O 0.40 -5.81 -3.65 0.004
O 1.31 -3.71 -4.41 0.010
C -0.02 -1.93 -0.24 -0.100
C -1.23 -0.93 -0.81 -0.272
P -2.26 -0.18 0.62 0.762
O -2.13 -1.21 1.85 -0.381
O -3.94 -0.21 0.16 -0.197
O -1.68 1.35 1.22 -0.201
H -3.81 2.34 -2.05 0.105
H -3.36 0.62 -3.09 0.088
H -1.10 2.61 -1.78 0.131
H -0.86 -0.38 -2.99 0.152
H 1.11 1.03 -0.79 0.131
H 1.35 0.97 -2.67 0.151
H 2.46 -1.23 -2.53 0.147
H 2.52 -0.85 -0.69 0.167
H 0.28 -2.43 -2.23 0.172
H 2.85 -3.00 -0.75 0.160
H 1.38 -3.80 0.09 0.166
H 1.60 -5.69 -1.30 0.161
H 3.11 -4.88 -2.10 0.157
H 1.59 -2.82 -3.99 0.102
H 0.55 -1.31 0.57 0.165
H -0.59 -2.88 0.18 0.169
H -1.97 -1.67 -1.39 0.146
H -3.96 -0.80 -0.66 0.092
H -0.69 1.46 1.10 0.060
F 0.70 2.80 1.74 0.031
C 0.51 3.39 2.93 -0.287
C 1.44 4.33 3.38 -0.018
C 1.24 4.95 4.62 -0.073
C 0.12 4.62 5.39 -0.084
C -0.79 3.67 4.93 -0.066
C -0.60 3.06 3.69 -0.014
H 2.30 4.57 2.77 0.115
H 1.95 5.69 4.98 0.110
H -0.03 5.10 6.36 0.107
H -1.66 3.41 5.54 0.112
H -1.31 2.33 3.32 0.099
```

=====

Q: Which of these has the lowest strongest force on any atom?
A: C16H24FNO

=====

Q: Among the records above, which one has the lowest net charge?
A: C16H24FNO